The following is a DFT calculation (wB97M-V/def2-TZVPD) of one molecule with the formula C6H7F2I.

```
! wB97M-V def2-TZVPD RIJCOSX def2/J DEFGRID3
* xyz 0 1
C -0.042 -0.697 1.207
C 0.178 -1.924 -2.706
C 0.122 0.723 0.810
C 0.514 -2.127 -1.485
C -0.704 1.643 1.682
C 0.888 1.207 -0.178
F 1.651 0.521 -1.043
F 0.823 2.474 -0.543
I -1.627 -1.572 -0.008
H 0.707 -1.371 0.725
H -0.259 -0.841 2.187
H -0.764 -1.987 -3.226
H 1.045 -1.670 -3.180
H -0.668 2.654 1.307
H -0.153 1.721 2.615
H -1.711 1.246 1.836
*
```

Results
- lowest unoccupied orbital energy (eV) = -0.040
- energy relative to the best compared isomer or geometry (same formula, charge and spin) (kcal/mol) = 63.5

The following is a DFT calculation (wB97M-V/def2-TZVPD) of C9H18CsNO as an isolated structure.

```
! wB97M-V def2-TZVPD RIJCOSX def2/J DEFGRID3
* xyz 0 1
Cs -8.002 2.733 -29.481
C -8.274 -2.070 -36.600
C -8.805 -2.673 -35.335
C -8.915 -4.181 -35.668
C -9.109 -5.151 -34.448
C -8.044 -4.850 -33.379
C -7.934 -3.370 -32.904
N -7.866 -2.426 -34.177
O -7.557 -1.006 -33.870
C -6.600 -3.355 -32.247
C -9.001 -3.099 -31.799
C -10.211 -2.064 -35.092
H -7.321 -2.531 -36.858
H -7.983 -1.021 -36.541
H -9.017 -2.236 -37.380
H -8.186 -4.658 -36.323
H -9.862 -4.433 -36.145
H -8.969 -6.202 -34.699
H -10.073 -5.060 -33.946
H -7.102 -5.215 -33.788
H -8.206 -5.523 -32.537
H -6.430 -4.162 -31.535
H -6.530 -2.431 -31.673
H -5.712 -3.408 -32.877
H -9.972 -2.803 -32.196
H -8.686 -2.340 -31.083
H -9.478 -3.852 -31.172
H -10.501 -1.645 -36.055
H -10.312 -1.290 -34.330
H -10.923 -2.846 -34.829
*
```

Results
- lowest unoccupied orbital energy (eV) = -1.734
- energy relative to the best compared isomer or geometry (same formula, charge and spin) (kcal/mol) = 95.5

The following is a DFT calculation (wB97M-V/def2-TZVPD) of a 16-piece molecular cluster, C72H174Cl12N10 overall.

```
! wB97M-V def2-TZVPD RIJCOSX def2/J DEFGRID3
* xyz 0 1
Cl 4.663 0.735 3.476
C 3.101 0.695 2.648
C 2.204 1.896 2.908
Cl 2.809 3.547 2.565
H 2.601 -0.176 2.941
H 3.149 0.566 1.549
H 2.004 1.843 3.965
H 1.181 1.732 2.487
Cl -2.661 0.422 6.773
C -1.473 0.894 5.474
C -0.100 0.977 6.061
Cl 0.444 -0.590 6.729
H -1.719 1.856 5.089
H -1.501 0.122 4.723
H -0.032 1.774 6.815
H 0.585 1.331 5.302
Cl -5.912 1.817 4.827
C -5.022 0.808 3.642
C -5.309 1.201 2.163
Cl -4.848 2.881 1.780
H -5.271 -0.216 3.896
H -3.973 0.891 3.904
H -6.401 1.148 2.008
H -4.726 0.523 1.493
Cl 0.726 6.822 -0.896
C 2.072 6.978 -2.060
C 3.431 6.866 -1.354
Cl 3.469 5.377 -0.443
H 2.039 7.979 -2.419
H 1.883 6.148 -2.802
H 3.580 7.779 -0.712
H 4.244 6.761 -2.023
Cl 3.325 -2.798 -3.965
C 1.814 -1.976 -4.213
C 1.144 -2.193 -5.582
Cl 0.661 -3.929 -5.778
H 1.954 -0.948 -4.179
H 1.142 -2.242 -3.413
H 1.806 -1.917 -6.383
H 0.331 -1.581 -5.748
Cl 3.930 -2.141 0.119
C 5.647 -1.923 -0.361
C 6.558 -1.342 0.720
Cl 7.283 -2.532 1.817
H 5.622 -1.274 -1.234
H 6.025 -2.938 -0.601
H 5.980 -0.648 1.333
H 7.362 -0.808 0.269
C -5.962 -3.667 2.776
C -4.940 -3.034 3.739
N -3.922 -3.941 4.371
C -4.361 -4.711 5.550
C -4.618 -3.972 6.855
C -2.725 -3.264 4.813
C -1.874 -2.840 3.681
H -6.019 -3.052 1.945
H -6.897 -3.939 3.226
H -5.447 -4.541 2.347
H -4.210 -2.553 3.089
H -5.323 -2.259 4.452
H -5.309 -5.224 5.265
H -3.680 -5.572 5.877
H -3.669 -3.664 7.293
H -5.325 -3.136 6.831
H -5.156 -4.613 7.587
H -2.153 -4.048 5.356
H -2.930 -2.415 5.516
H -1.606 -3.747 3.104
H -0.918 -2.415 4.000
H -2.381 -2.182 2.916
C -2.178 9.092 -1.157
C -3.535 8.474 -1.344
N -3.443 7.079 -1.647
C -4.648 6.554 -2.321
C -4.867 7.079 -3.735
C -3.097 6.242 -0.465
C -2.449 4.887 -0.834
H -2.242 10.177 -1.393
H -1.480 8.616 -1.833
H -1.749 9.037 -0.126
H -4.185 8.688 -0.522
H -4.065 8.996 -2.187
H -4.502 5.490 -2.458
H -5.572 6.710 -1.673
H -4.036 6.729 -4.430
H -5.842 6.701 -4.158
H -4.944 8.191 -3.679
H -4.040 6.069 0.084
H -2.379 6.734 0.231
H -1.641 5.091 -1.504
H -3.181 4.191 -1.307
H -1.989 4.490 0.079
C 3.673 -6.594 3.071
C 3.084 -5.154 2.929
N 2.259 -4.824 4.119
C 2.015 -3.398 4.196
C 3.350 -2.579 4.510
C 1.124 -5.615 4.256
C 0.398 -5.466 5.535
H 4.174 -6.686 4.006
H 4.345 -6.902 2.242
H 2.899 -7.301 3.107
H 3.937 -4.438 2.931
H 2.544 -5.022 1.984
H 1.419 -2.941 3.348
H 1.343 -3.170 4.983
H 4.014 -2.303 3.667
H 2.988 -1.554 4.963
H 3.939 -3.089 5.295
H 1.349 -6.682 4.040
H 0.382 -5.281 3.422
H -0.551 -6.001 5.557
H 0.230 -4.391 5.770
H 1.054 -5.907 6.315
C 4.190 4.448 -5.741
C 3.083 4.027 -4.747
N 1.762 3.870 -5.414
C 1.403 2.466 -5.606
C 2.324 1.834 -6.676
C 0.684 4.785 -4.915
C 0.224 4.394 -3.502
H 3.857 5.270 -6.327
H 4.459 3.573 -6.374
H 5.032 4.688 -5.144
H 3.347 3.036 -4.309
H 3.132 4.727 -3.909
H 0.431 2.525 -6.035
H 1.394 1.880 -4.686
H 3.409 1.769 -6.356
H 2.340 2.418 -7.653
H 1.979 0.846 -6.890
H 1.074 5.817 -5.017
H -0.157 4.762 -5.670
H 1.168 4.241 -2.933
H -0.275 5.126 -2.960
H -0.451 3.556 -3.682
C 8.294 0.310 -2.673
C 7.667 1.676 -2.348
N 6.173 1.598 -2.159
C 5.696 2.725 -1.299
C 5.138 2.237 0.027
C 5.347 1.352 -3.423
C 4.009 0.816 -3.051
H 7.832 -0.303 -3.454
H 8.311 -0.361 -1.722
H 9.351 0.395 -3.061
H 8.078 1.970 -1.323
H 8.012 2.442 -3.107
H 6.541 3.401 -1.138
H 4.918 3.344 -1.853
H 5.936 1.808 0.611
H 4.681 3.100 0.492
H 4.505 1.447 -0.227
H 5.988 0.566 -3.958
H 5.274 2.272 -3.989
H 3.387 1.458 -2.434
H 4.084 -0.046 -2.417
H 3.501 0.573 -3.913
C -1.205 3.796 2.838
C -1.504 5.000 3.659
N -2.071 4.496 4.941
C -1.889 5.471 6.026
C -2.710 5.289 7.312
C -3.540 4.300 4.774
C -4.422 5.588 4.556
H -2.067 3.146 2.679
H -0.397 3.175 3.319
H -0.783 3.940 1.874
H -0.490 5.428 3.956
H -2.064 5.781 3.111
H -0.793 5.572 6.331
H -2.194 6.470 5.563
H -3.793 5.430 7.242
H -2.582 4.253 7.640
H -2.296 5.969 8.083
H -3.893 3.770 5.773
H -3.677 3.482 4.080
H -4.273 6.330 5.313
H -5.437 5.268 4.453
H -4.235 6.038 3.631
C -5.627 2.737 -4.289
C -5.651 1.885 -3.003
N -4.521 0.934 -2.894
C -3.162 1.609 -2.859
C -1.957 0.678 -3.225
C -4.680 0.177 -1.678
C -5.722 -0.882 -1.865
H -5.082 3.720 -4.119
H -6.661 3.018 -4.519
H -5.140 2.116 -5.106
H -5.657 2.649 -2.143
H -6.590 1.340 -2.994
H -3.332 2.285 -3.722
H -2.905 2.129 -1.903
H -1.643 -0.008 -2.455
H -2.177 0.189 -4.194
H -1.053 1.206 -3.453
H -4.948 0.919 -0.915
H -3.745 -0.267 -1.413
H -6.136 -1.349 -0.955
H -5.376 -1.719 -2.433
H -6.667 -0.490 -2.261
C -1.710 -3.066 -3.729
C -2.366 -4.412 -3.393
N -2.601 -4.527 -1.952
C -3.134 -5.837 -1.716
C -2.129 -6.986 -1.886
C -3.544 -3.582 -1.373
C -3.069 -3.255 0.008
H -2.411 -2.260 -3.519
H -1.583 -2.992 -4.851
H -0.773 -2.951 -3.137
H -3.373 -4.470 -3.843
H -1.841 -5.256 -3.824
H -3.962 -6.022 -2.476
H -3.438 -5.822 -0.698
H -1.148 -6.681 -1.534
H -2.131 -7.400 -2.894
H -2.450 -7.871 -1.263
H -3.387 -2.658 -1.890
H -4.606 -3.857 -1.489
H -3.139 -2.154 0.296
H -3.512 -3.895 0.696
H -2.027 -3.585 0.144
C -2.059 0.245 1.282
C -1.077 0.618 0.186
N 0.322 0.348 0.534
C 0.552 -1.134 0.797
C 0.327 -2.132 -0.333
C 1.340 0.797 -0.429
C 1.362 2.321 -0.480
H -2.920 0.924 1.122
H -1.770 0.387 2.293
H -2.504 -0.762 1.152
H -1.317 0.029 -0.716
H -1.092 1.665 -0.084
H 1.541 -1.226 1.237
H -0.139 -1.295 1.639
H 0.423 -3.114 0.055
H -0.707 -2.026 -0.745
H 1.121 -2.034 -1.139
H 1.090 0.474 -1.417
H 2.228 0.190 -0.122
H 1.583 2.718 0.516
H 0.353 2.676 -0.832
H 2.105 2.655 -1.195
C 5.895 -6.859 -0.082
C 4.603 -7.629 -0.310
N 4.258 -7.874 -1.737
C 4.968 -8.985 -2.350
C 4.206 -9.382 -3.626
C 3.861 -6.675 -2.424
C 2.405 -6.320 -2.161
H 6.787 -7.360 -0.482
H 6.051 -6.692 0.987
H 5.882 -5.884 -0.565
H 4.573 -8.593 0.144
H 3.761 -6.990 0.034
H 6.026 -8.686 -2.570
H 4.946 -9.896 -1.693
H 3.138 -9.678 -3.485
H 4.277 -8.682 -4.426
H 4.732 -10.261 -4.084
H 4.175 -6.819 -3.476
H 4.434 -5.806 -1.949
H 1.751 -6.787 -2.866
H 2.087 -5.290 -2.203
H 2.073 -6.768 -1.235
*
```

Results
- lowest unoccupied orbital energy (eV) = 0.449
- energy relative to the best compared isomer or geometry (same formula, charge and spin) (kcal/mol) = 86.3

The records above yield molecular weight values of 244.0; 289.2; 1605.7 g mol⁻¹, respectively.
The records above yield frontier orbital gap values of 8.79; 2.21; 8.10 eV, respectively.